The following is a DFT calculation (ωB97M-V with the def2-TZVPD basis set) of a 2-piece molecular cluster, C19H27F8N4O4P2 overall.

Bonds (Å) are listed after each position.
CARTESIAN COORDINATES (ANGSTROEM)
1 C -2.698 -0.988 2.306  P2 1.827, H30 1.095, H31 1.092, H32 1.093
2 P -2.895 -1.728 0.648  C1 1.827, C3 1.832, C4 1.846
3 C -3.874 -3.257 0.891  P2 1.832, H33 1.091, H34 1.092, H35 1.091
4 C -1.198 -2.299 0.197  P2 1.846, N5 1.522, C26 1.534, H36 1.096
5 N -0.570 -3.057 1.357  C4 1.522, C6 1.340, H37 1.014
6 C 0.627 -2.688 1.833  N5 1.340, N7 1.353, N8 1.328
7 N 0.848 -2.660 3.167  C6 1.353, H38 1.005, H39 1.006
8 N 1.578 -2.384 0.958  C6 1.328, C9 1.488, H40 1.011
9 C 1.184 -1.684 -0.295  N8 1.488, C10 1.523, C26 1.548, H41 1.096
10 C 2.279 -0.692 -0.662  C9 1.523, C11 1.528, H42 1.091, H43 1.095
11 C 2.425 0.543 0.227  C10 1.528, O12 1.437, H44 1.092, H45 1.096
12 O 1.958 0.237 1.550  C11 1.437, C13 1.405
13 C 2.034 1.315 2.449  O12 1.405, C14 1.529, H46 1.089, H47 1.095
14 C 0.621 1.673 2.909  C13 1.529, F15 1.363, F16 1.367, C17 1.568
15 F 0.059 2.465 1.953  C14 1.363
16 F -0.173 0.562 2.985  C14 1.367
17 C 0.555 2.458 4.265  C14 1.568, F18 1.353, F19 1.332, C20 1.556
18 F 1.784 2.973 4.495  C17 1.353
19 F -0.303 3.469 4.142  C17 1.332
20 C 0.141 1.692 5.555  C17 1.556, F21 1.340, F22 1.338, C23 1.540
21 F -1.078 1.157 5.402  C20 1.340
22 F 0.063 2.619 6.517  C20 1.338
23 C 1.076 0.595 6.097  C20 1.540, F24 1.335, F25 1.368, H48 1.093
24 F 2.155 1.131 6.670  C23 1.335
25 F 1.493 -0.213 5.075  C23 1.368
26 C -0.265 -1.147 -0.197  C4 1.534, C9 1.548, P27 1.891, H49 1.098
27 P -0.625 -0.529 -1.948  C26 1.891, N28 1.699, O29 1.628
28 N 0.011 1.042 -1.832  P27 1.699, H50 1.018, H51 1.020
29 O -2.239 -0.344 -2.050  P27 1.628, H52 0.970
30 H -2.307 -1.630 3.102  C1 1.095
31 H -3.689 -0.623 2.585  C1 1.092
32 H -2.049 -0.115 2.207  C1 1.093
33 H -4.241 -3.324 1.916  C3 1.091
34 H -3.331 -4.167 0.628  C3 1.092
35 H -4.738 -3.183 0.230  C3 1.091
36 H -1.280 -2.994 -0.646  C4 1.096
37 H -1.216 -3.230 2.118  N5 1.014
38 H 0.157 -2.265 3.781  N7 1.005
39 H 1.737 -2.943 3.545  N7 1.006
40 H 2.384 -1.968 1.405  N8 1.011
41 H 1.161 -2.428 -1.099  C9 1.096
42 H 2.122 -0.368 -1.692  C10 1.091
43 H 3.230 -1.235 -0.655  C10 1.095
44 H 1.869 1.388 -0.185  C11 1.092
45 H 3.483 0.817 0.297  C11 1.096
46 H 2.681 1.076 3.292  C13 1.089
47 H 2.436 2.210 1.963  C13 1.095
48 H 0.526 -0.009 6.825  C23 1.093
49 H -0.348 -0.370 0.574  C26 1.098
50 H -0.563 1.675 -1.278  N28 1.018
51 H 0.053 1.407 -2.783  N28 1.020
52 H -2.667 0.003 -1.251  O29 0.970
53 C 0.337 0.451 -7.420  C54 1.330, C59 1.482, H61 1.082
54 C 0.110 0.992 -8.613  C53 1.330, C55 1.487, H62 1.082
55 C -0.279 2.420 -8.751  C54 1.487, O56 1.209, C57 1.488
56 O -0.488 2.915 -9.834  C55 1.209
57 C -0.401 3.220 -7.502  C55 1.488, C58 1.330, H63 1.082
58 C -0.174 2.676 -6.311  C57 1.330, C59 1.482, H64 1.083
59 C 0.213 1.251 -6.179  C53 1.482, C58 1.482, O60 1.217
60 O 0.424 0.749 -5.091  C59 1.217
61 H 0.620 -0.586 -7.293  C53 1.082
62 H 0.193 0.430 -9.535  C54 1.082
63 H -0.684 4.257 -7.627  C57 1.082
64 H -0.257 3.239 -5.390  C58 1.083

As for the net charge: +1. Its HOMO energy is -11.5 eV. Its orbital gap is 8.3 eV.